Computed, not measured: C36H49AsGeMoNS2Si as an isolated structure, with ωB97M-V/def2-TZVPD.

XYZ file:
```
92
C36H49AsGeMoNS2Si (ωB97M-V/def2-TZVPD)
Mo -0.415 -0.266 1.216
S -0.761 2.295 0.671
C -0.319 2.336 2.331
C -0.187 3.478 3.138
C 0.217 3.332 4.444
C 0.488 2.058 4.960
C 0.335 0.977 4.128
N -0.062 1.109 2.854
H -0.399 4.447 2.709
H 0.330 4.206 5.074
H 0.815 1.920 5.980
H 0.538 -0.038 4.451
C 3.134 -0.970 1.780
As 1.869 -2.031 0.580
C 3.338 -3.423 0.506
C 0.935 -3.043 -0.907
S 0.349 -2.405 2.125
H 3.934 -0.536 1.173
H 3.567 -1.641 2.523
H 2.572 -0.173 2.264
H 4.314 -2.942 0.537
H 3.261 -4.051 -0.381
H 3.216 -4.039 1.400
H 1.543 -2.994 -1.813
H -0.038 -2.592 -1.074
H 0.836 -4.084 -0.589
C -2.833 -2.398 -0.754
Si -2.917 -1.065 0.610
C -4.208 0.244 -0.082
C -4.371 1.483 0.809
C -5.599 -0.344 -0.345
C -3.665 0.749 -1.415
C -3.783 -2.000 2.122
C -4.769 -3.075 1.646
C -4.521 -1.041 3.062
C -2.742 -2.728 2.970
H -3.812 -2.740 -1.102
H -2.286 -3.266 -0.376
H -2.277 -2.024 -1.617
H -4.830 1.251 1.768
H -5.018 2.213 0.304
H -3.411 1.967 0.998
H -6.120 -0.584 0.582
H -5.559 -1.246 -0.959
H -6.216 0.392 -0.879
H -2.691 1.199 -1.260
H -4.327 1.522 -1.828
H -3.572 -0.051 -2.155
H -5.564 -2.670 1.025
H -5.237 -3.556 2.516
H -4.261 -3.853 1.075
H -5.410 -0.619 2.596
H -3.881 -0.215 3.386
H -4.848 -1.581 3.960
H -2.137 -3.412 2.377
H -3.244 -3.309 3.757
H -2.061 -2.029 3.460
C 1.004 -0.289 -0.016
Ge 1.937 0.707 -1.344
C 3.267 -0.428 -2.256
C 2.942 -1.109 -3.429
C 3.851 -1.968 -4.033
C 5.105 -2.160 -3.471
C 5.450 -1.484 -2.308
C 4.538 -0.624 -1.711
C 0.820 1.391 -2.783
C -0.516 1.036 -2.833
C -1.338 1.475 -3.862
C -0.812 2.276 -4.866
C 0.534 2.624 -4.842
C 1.346 2.180 -3.807
C 3.035 2.138 -0.541
C 2.839 2.503 0.789
C 3.604 3.500 1.382
C 4.586 4.151 0.648
C 4.805 3.791 -0.676
C 4.038 2.790 -1.258
H 1.962 -0.968 -3.873
H 3.578 -2.492 -4.941
H 5.813 -2.834 -3.939
H 6.428 -1.628 -1.866
H 4.818 -0.089 -0.810
H -0.902 0.388 -2.060
H -2.384 1.190 -3.875
H -1.448 2.626 -5.671
H 0.949 3.241 -5.630
H 2.398 2.448 -3.801
H 2.080 1.988 1.363
H 3.431 3.765 2.418
H 5.183 4.930 1.105
H 5.578 4.286 -1.252
H 4.241 2.506 -2.286
```

## Properties
net charge = -1
Kohn-Sham gap (alpha / beta) = 6.0 / 6.9 eV
multiplicity = 3

***

Computed, not measured: a 2-piece molecular cluster, C4H8Br2N3 overall in a non-equilibrium geometry, with ωB97M-V/def2-TZVPD.

XYZ file:
```
17
C4H8Br2N3 (ωB97M-V/def2-TZVPD)
C 3.053 1.757 1.340
C 2.373 1.336 0.305
C -2.589 -0.217 -0.562
C 0.487 -1.538 -0.003
N -2.683 -0.970 -1.639
N -1.556 -0.560 0.171
N -0.694 -1.388 -0.451
Br 0.622 2.013 0.046
Br -3.906 0.910 0.128
H 2.701 2.513 2.061
H 4.231 1.647 1.382
H 1.162 -2.200 -0.528
H 2.811 0.626 -0.446
H 0.751 -1.208 0.977
H -3.518 -0.933 -2.208
H -1.235 -0.011 1.032
H -2.010 -1.777 -1.604
```

## Properties
net charge = +1
Kohn-Sham gap (alpha / beta) = 3.8 / 3.9 eV
multiplicity = 3